(1)
{
  "formula": "C5H12O",
  "method": "the ωB97M-V functional and the def2-TZVPD basis",
  "gap_ev": 10.84,
  "homo_energy_ev": -9.673,
  "lumo_ev": 1.168,
  "smiles": "CC[C@@H](C)OC",
  "e_tot_ha": -272.9278,
  "symbols": ["C", "C", "C", "C", "O", "C", "H", "H", "H", "H", "H", "H", "H", "H", "H", "H", "H", "H"],
  "xyz": [[1.149989, 1.971726, 0.367954], [0.660353, 1.039982, -0.737459], [-0.318210, -0.014815, -0.230709], [-0.863557, -0.882636, -1.360129], [0.376863, -0.775545, 0.742365], [-0.424539, -1.645096, 1.503402], [0.323971, 2.564117, 0.780856], [1.587604, 1.389861, 1.183738], [1.907983, 2.668174, -0.006185], [1.511161, 0.520890, -1.198658], [0.170835, 1.614307, -1.534629], [-1.162101, 0.494770, 0.270065], [-1.385187, -0.264668, -2.098922], [-1.575583, -1.627637, -0.988063], [-0.046373, -1.410735, -1.863223], [-0.090016, -1.599859, 2.544041], [-1.484768, -1.361972, 1.474186], [-0.338427, -2.680865, 1.151372]],
  "atomic_forces_ev_per_a": [[0.0144, 0.0267, 0.0338], [-0.0205, -0.0147, -0.0544], [-0.0779, 0.1960, -0.1582], [-0.0183, -0.0680, -0.0124], [0.0739, 0.0234, -0.0103], [-0.1395, -0.1980, 0.1641], [0.1113, -0.0970, -0.0692], [-0.0320, 0.1065, -0.1088], [-0.1233, -0.1008, 0.0537], [-0.1169, 0.0465, 0.0753], [0.0528, -0.0826, 0.1193], [0.0867, -0.0451, -0.0751], [0.0745, -0.0697, 0.1080], [0.1121, 0.1063, -0.0417], [-0.0739, 0.0762, 0.0701], [-0.0024, -0.0457, -0.1109], [0.1051, 0.0326, 0.0060], [-0.0262, 0.1073, 0.0107]]
}



(2)
{
  "formula": "C5H3NO",
  "method": "the ωB97M-V functional and the def2-TZVPD basis",
  "gap_ev": [7.99, 7.99],
  "homo_energy_ev": [-10.106, -10.107],
  "lumo_ev": [-2.120, -2.119],
  "e_tot_ha": -322.0974,
  "symbols": ["C", "C", "C", "C", "O", "N", "C", "H", "H", "H"],
  "xyz": [[2.625835, -0.807373, 1.381347], [1.521341, -0.523354, 0.806076], [0.366208, -0.226928, 0.202849], [-0.165876, 1.117063, -0.179500], [-1.433740, 0.844645, -0.792433], [-1.665439, -0.486173, -0.792195], [-0.683217, -1.120206, -0.244936], [0.468847, 1.633053, -0.906124], [-0.330509, 1.766979, 0.685364], [-0.703450, -2.197706, -0.160450]],
  "atomic_forces_ev_per_a": [[-0.6434, 0.1655, -0.3345], [0.4521, -0.0950, 0.2337], [-0.0738, 0.0813, -0.0491], [0.0790, -0.0141, 0.0501], [-0.0215, 0.1348, -0.0239], [0.2629, -0.2600, 0.1529], [-0.1073, 0.0257, -0.0516], [-0.0123, -0.0776, 0.0903], [0.0625, -0.0875, -0.0556], [0.0019, 0.1268, -0.0122]]
}



(3)
{
  "formula": "C3H2N4O2",
  "method": "the ωB97M-V functional and the def2-TZVPD basis",
  "gap_ev": 8.58,
  "homo_energy_ev": -10.630,
  "lumo_ev": -2.049,
  "e_tot_ha": -484.8187,
  "symbols": ["C", "C", "C", "H", "H", "N", "N", "N", "N", "O", "O"],
  "xyz": [[1.961177, -0.714572, 0.263151], [-1.922924, 0.182794, 0.044876], [0.046497, 1.118636, -0.176360], [2.063933, -1.727153, 0.406789], [-3.163494, 0.257418, 0.588591], [0.533848, -0.246744, 0.020242], [-0.310035, -1.283127, -0.528336], [-1.562753, -1.144462, -0.431288], [-1.288119, 1.399860, 0.473382], [2.849675, 0.048633, -0.003821], [0.792196, 2.108712, -0.657225]],
  "atomic_forces_ev_per_a": [[-0.3837, 5.0946, -3.4671], [-4.3617, 3.8677, 5.5504], [4.1331, 6.3832, -0.1413], [-0.2542, -2.5453, 0.8821], [3.8953, -0.7328, -2.3348], [-1.2024, -0.7565, -1.4510], [0.7375, 0.3117, 2.4887], [1.5790, 3.4171, -0.6201], [1.1245, -7.4752, -4.9637], [-0.8327, -1.1874, 1.3419], [-4.4345, -6.3771, 2.7149]]
}



One value per record, in order, for energy above the lowest of the compared OMol25 structures with the same formula, charge and spin: 0.567; 5.289; 4.557 eV.